Entry 1:
Density functional theory data (the ωB97M-V functional and the def2-TZVPD basis) for a molecular structure, C27H23Br2EuF6N4O5S4Te.

Properties
**Energy relative to the best compared isomer or geometry (same formula, charge and spin)**: 18.3 kcal per mole
**2S+1**: 8
**Energy**: -9956.19373 hartree
**Net charge**: -1
**LUMO level (spin up / spin down)**: 1.537 / 1.543 eV
**Orbital gap (spin up / spin down)**: 5.34 / 5.35 eV

Positions of all 73 atoms, in Å:
1 Eu -19.3008 -4.3415 12.8249
2 Br -21.6545 -3.1304 11.0177
3 C -23.1281 -4.1217 11.6017
4 Br -22.7358 -4.4527 13.8345
5 H -23.1084 -5.1242 11.1895
6 H -24.0327 -3.5456 11.5948
7 F -20.0234 -8.8390 8.5305
8 C -19.4542 -7.6242 8.6016
9 F -20.0369 -6.8938 7.6699
10 F -18.1445 -7.7293 8.2887
11 S -19.7713 -6.8656 10.4269
12 O -19.2705 -5.4526 10.4775
13 O -21.1254 -7.1347 10.8709
14 N -18.7168 -7.9393 11.0841
15 S -18.2425 -7.8163 12.6089
16 O -18.4770 -9.0770 13.2124
17 O -18.6775 -6.5892 13.3424
18 C -16.4363 -7.4873 12.6405
19 F -16.1287 -6.2577 12.1202
20 F -15.8224 -8.4656 11.9387
21 F -16.0529 -7.5565 13.9847
22 N -12.7689 -0.1598 5.7777
23 C -13.4582 -0.5003 6.6478
24 C -14.2821 -0.9334 7.6994
25 C -15.3747 -1.7661 7.3855
26 C -16.2965 -2.1607 8.3722
27 C -15.9425 -1.8611 9.7304
28 C -14.7919 -1.0814 10.0608
29 C -13.9144 -0.6761 9.0705
30 C -16.7370 -2.2554 10.8070
31 C -17.6001 -2.8302 11.5527
32 H -15.5006 -2.0690 6.3605
33 H -17.1708 -2.7733 8.1753
34 H -14.6387 -0.8464 11.1213
35 H -12.9789 -0.1520 9.2850
36 O -19.7691 -2.4223 13.9880
37 S -19.7917 -0.9569 14.2323
38 C -19.6438 -0.7019 16.0429
39 C -20.4622 0.5109 16.3022
40 C -21.7622 0.4048 15.4687
41 C -21.5039 -0.2627 14.1437
42 H -18.5870 -0.6360 16.2892
43 H -20.1093 -1.6129 16.5156
44 H -19.8571 1.4216 16.0564
45 H -20.7261 0.5782 17.3664
46 H -22.2085 1.3969 15.2921
47 H -22.4927 -0.2304 16.0039
48 H -21.4392 0.4592 13.3405
49 H -22.2223 -1.0344 13.8872
50 Te -20.8297 -4.3012 16.9562
51 C -22.4711 -4.9335 18.0697
52 C -22.6414 -6.2126 18.5551
53 C -23.9246 -6.4143 19.1209
54 C -24.6881 -5.2689 19.0706
55 S -23.9340 -3.9446 18.3025
56 H -21.8507 -7.0008 18.4589
57 H -24.2496 -7.3755 19.5193
58 H -25.6956 -5.1542 19.4873
59 N -16.1972 -4.9715 16.7334
60 C -17.1258 -5.2735 15.8221
61 N -17.1863 -4.4038 14.8042
62 C -16.2010 -3.4553 15.0771
63 C -15.7086 -2.3201 14.3660
64 C -14.6119 -1.6196 14.8692
65 C -14.0414 -1.9259 16.1088
66 C -14.5085 -3.0038 16.8662
67 C -15.5466 -3.7729 16.3221
68 H -15.8077 -5.5685 17.4468
69 H -17.6967 -6.2130 15.8948
70 H -16.0711 -2.1574 13.3641
71 H -14.1484 -0.8144 14.3170
72 H -13.1673 -1.3348 16.4549
73 H -14.1299 -3.1978 17.8792

Löwdin population analysis, charges in e, atoms 1 to 8: number 1, Eu, carries 1.3229; number 2, Br, carries 0.6380; number 3, C, carries -0.8032; number 4, Br, carries 0.2866; number 5, H, carries -0.0165; number 6, H, carries -0.0185; number 7, F, carries 0.1237; number 8, C, carries -0.6102

=====

Entry 2:
Density functional theory data (the ωB97M-V functional and the def2-TZVPD basis) for a molecular structure, C27H23BrCaCl2Li2N5O10S.

Properties
**Energy**: -6653.58581 hartree
**Net charge**: -1
**LUMO level**: -1.899 eV
**Orbital gap**: 2.20 eV

Positions of all 72 atoms, in Å:
1 C -2.1254 1.3747 5.1679
2 C -1.9239 0.9906 3.6867
3 C -2.6858 1.8886 2.6539
4 Br -2.8959 3.7332 3.4410
5 C -1.9027 1.9019 1.3547
6 C -1.2033 0.7838 1.0075
7 C -0.4511 0.6932 -0.2030
8 C -0.3552 1.7445 -1.0593
9 C -1.0552 2.9497 -0.7798
10 N -1.1175 4.0830 -1.4558
11 S -2.0970 5.1240 -0.6639
12 N -2.4801 4.1553 0.5659
13 C -1.8499 2.9939 0.4339
14 H -3.1672 1.5560 5.4361
15 H -1.4672 2.1832 5.4914
16 H -1.8119 0.5053 5.7570
17 H -2.3292 -0.0141 3.5761
18 H -0.8541 1.0416 3.5007
19 H -3.6397 1.3843 2.4936
20 H -1.1943 -0.1139 1.6085
21 H 0.0764 -0.2834 -0.4594
22 H 0.2416 1.6855 -1.9609
23 Li -4.3737 5.4210 4.8676
24 Cl -0.6640 -2.0472 -0.0133
25 Ca -1.3830 5.5046 4.5643
26 Cl 0.6816 4.7210 -2.6439
27 N 0.7235 -5.3648 0.2151
28 O -0.4885 -5.6445 0.3649
29 O 1.2595 -5.4914 -0.8929
30 O 1.3901 -4.9724 1.1986
31 C 1.6056 6.1828 1.2191
32 O 1.4514 7.2337 0.5772
33 O 2.2415 5.1791 0.7681
34 O 1.1300 5.9904 2.3958
35 C 1.2178 5.4709 -6.5569
36 C 1.3711 5.9291 -7.8601
37 C 0.8176 7.1403 -8.2397
38 C 0.1184 7.8807 -7.3026
39 C -0.0482 7.4339 -6.0026
40 C 0.5060 6.2186 -5.6290
41 N -0.4497 9.1769 -7.6977
42 O -0.3031 9.5333 -8.8524
43 O -1.0325 9.8240 -6.8513
44 H 1.6556 4.5263 -6.2603
45 H 1.9257 5.3420 -8.5801
46 H 0.9367 7.4963 -9.2523
47 H -0.5995 8.0183 -5.2806
48 H 0.3893 5.8498 -4.6121
49 C -1.9879 -7.1434 2.8135
50 C -2.9806 -6.9553 1.9424
51 C -4.2142 -7.7879 2.0024
52 O -5.1212 -7.6319 1.2224
53 C -4.2909 -8.8326 3.0660
54 C -3.2943 -9.0169 3.9297
55 C -2.0748 -8.1849 3.8658
56 O -1.1388 -8.3541 4.6530
57 H -1.0802 -6.5397 2.7806
58 H -2.9285 -6.1976 1.1659
59 H -5.1952 -9.4272 3.0914
60 H -3.3285 -9.7716 4.7061
61 N 7.3993 -4.6296 0.5421
62 C 6.5197 -4.3168 -0.4116
63 C 5.1440 -4.3827 -0.2481
64 C 4.6466 -4.8007 0.9748
65 C 5.5453 -5.1315 1.9785
66 C 6.9023 -5.0275 1.7120
67 H 6.9516 -3.9971 -1.3545
68 H 4.4764 -4.1149 -1.0556
69 H 3.5753 -4.8667 1.1396
70 H 5.2001 -5.4629 2.9494
71 H 7.6392 -5.2734 2.4713
72 Li -0.1557 -9.0668 2.8272

Löwdin population analysis, charges in e, atoms 1 to 8: number 1, C, carries -0.1710; number 2, C, carries -0.2681; number 3, C, carries -0.4780; number 4, Br, carries 0.4202; number 5, C, carries -0.2114; number 6, C, carries -0.0730; number 7, C, carries -0.1592; number 8, C, carries -0.0122

=====

Entry 3:
Density functional theory data (the ωB97M-V functional and the def2-TZVPD basis) for 5 unconnected molecules or ions with the total composition C27H23Cl8F18IO2S.

Properties
**Energy relative to the best compared isomer or geometry (same formula, charge and spin)**: 19.2 kcal per mole
**Energy**: -7368.04897 hartree
**Structure (SMILES)**: C[C@H](I)CC1=C(CCC(F)(F)C(F)(F)C(F)(F)C(F)(F)S(F)(F)(F)(F)F)C(=O)C(C(F)(F)c2cccc(C(F)(F)F)c2)=CC1=O.ClCCl.ClCCl.ClCCl.ClCCl
**LUMO level**: -1.557 eV
**Orbital gap**: 7.59 eV

Positions of all 80 atoms, in Å:
1 C -6.0329 2.1368 1.2232
2 C -4.8721 2.8048 2.0001
3 I -4.6402 4.9114 1.5144
4 C -3.5129 2.0448 1.9526
5 C -3.2630 1.2194 0.6918
6 C -2.7484 -0.0278 0.7054
7 C -2.3368 -0.7881 1.9636
8 C -1.2052 -0.0994 2.7598
9 C 0.1157 -0.8573 2.8036
10 F -0.1362 -2.1950 2.9092
11 F 0.7441 -0.5292 3.9681
12 C 1.0285 -0.6844 1.5568
13 F 1.7209 -1.8008 1.2899
14 F 0.2170 -0.4883 0.4849
15 C 1.9655 0.5981 1.6046
16 F 2.1040 0.9836 0.3253
17 F 1.2913 1.5527 2.2705
18 C 3.3801 0.2655 2.1626
19 F 3.3629 -0.6408 3.1413
20 F 4.0499 -0.3220 1.1615
21 S 4.4137 1.7405 2.7559
22 F 3.6922 2.7338 1.7484
23 F 5.5179 1.4773 1.6240
24 F 5.2547 0.7703 3.7055
25 F 3.4019 2.0405 3.9350
26 F 5.3045 2.9541 3.2557
27 C -2.4902 -0.8197 -0.5561
28 O -2.2246 -2.0091 -0.5289
29 C -2.5909 -0.1466 -1.8992
30 C -2.1127 -0.7986 -3.1878
31 F -2.3025 -2.1313 -3.2344
32 F -2.7987 -0.2752 -4.2578
33 C -0.6392 -0.4196 -3.3837
34 C 0.3573 -1.2886 -2.9957
35 C 1.6877 -0.9259 -3.1607
36 C 1.9930 0.3112 -3.6969
37 C 0.9806 1.1652 -4.0928
38 C 1.3071 2.5239 -4.6726
39 F 1.7731 2.4230 -5.9433
40 F 0.2169 3.3050 -4.7365
41 F 2.2754 3.1567 -3.9890
42 C -0.3431 0.8109 -3.9488
43 C -3.1087 1.0777 -1.9309
44 C -3.5527 1.7917 -0.6804
45 O -4.1171 2.8599 -0.8407
46 H -5.8633 1.0811 0.9874
47 H -6.9174 2.1664 1.8763
48 H -6.2941 2.7461 0.3557
49 H -5.1708 2.8199 3.0521
50 H -2.6857 2.7610 2.0339
51 H -3.4645 1.4476 2.8695
52 H -3.2338 -0.7825 2.6013
53 H -2.1506 -1.8343 1.7176
54 H -1.0900 0.9302 2.4103
55 H -1.5409 -0.0044 3.7968
56 H 0.0889 -2.2490 -2.5598
57 H 2.5077 -1.5449 -2.8537
58 H 3.0375 0.5903 -3.8190
59 H -1.1506 1.4655 -4.2569
60 H -3.1982 1.6152 -2.8723
61 Cl -1.9249 2.6525 4.5469
62 C -0.5812 3.4111 5.4173
63 Cl 0.0721 2.3417 6.6605
64 H 0.2046 3.6430 4.7066
65 H -0.9398 4.3199 5.8873
66 Cl 2.7633 -6.4085 -4.0358
67 C 3.2838 -4.7258 -4.2288
68 Cl 2.0362 -3.5881 -3.6912
69 H 4.1791 -4.5667 -3.6386
70 H 3.4901 -4.5407 -5.2744
71 Cl -2.6509 -3.7202 4.0133
72 C -1.3591 -4.6182 4.8177
73 Cl -1.4340 -4.4340 6.5736
74 H -1.4602 -5.6691 4.5713
75 H -0.4047 -4.2417 4.4667
76 Cl 5.3556 -3.9317 -6.2439
77 C 5.8782 -2.2521 -6.4378
78 Cl 4.6315 -1.1257 -5.8911
79 H 6.7758 -2.0966 -5.8499
80 H 6.0826 -2.0687 -7.4865

Löwdin population analysis, charges in e, atoms 1 to 8: number 1, C, carries -0.1461; number 2, C, carries -0.7220; number 3, I, carries 0.8272; number 4, C, carries -0.2461; number 5, C, carries -0.0787; number 6, C, carries -0.0686; number 7, C, carries -0.1153; number 8, C, carries -0.0856

=====

Entry 4:
Density functional theory data (the ωB97M-V functional and the def2-TZVPD basis) for a molecular structure, C27H23CoN2O2S.

Properties
**Energy relative to the best compared isomer or geometry (same formula, charge and spin)**: 0.9 kcal per mole
**2S+1**: 2
**Energy**: -3083.72539 hartree
**Net charge**: -1
**LUMO level (spin up / spin down)**: 2.408 / 2.408 eV
**Orbital gap (spin up / spin down)**: 6.53 / 6.48 eV

Positions of all 56 atoms, in Å:
1 Co -0.7896 0.1178 -1.0369
2 S 3.1218 2.3354 -1.4177
3 C 3.5994 0.6727 -1.4859
4 C 4.8853 0.1444 -1.5568
5 C 5.0234 -1.2287 -1.6153
6 C 3.8934 -2.0537 -1.6129
7 C 2.6169 -1.5282 -1.5461
8 C 2.4647 -0.1447 -1.4707
9 N 1.2517 0.5495 -1.3964
10 C 1.4559 1.8378 -1.3818
11 C 0.3384 2.7715 -1.3117
12 C 0.5067 4.1558 -1.4067
13 C -0.6111 4.9622 -1.3508
14 C -1.8665 4.3578 -1.2072
15 C -1.9993 2.9842 -1.1141
16 C -0.8909 2.1111 -1.1557
17 H 5.7498 0.7958 -1.5673
18 H 6.0120 -1.6671 -1.6660
19 H 4.0140 -3.1282 -1.6688
20 H 1.7434 -2.1624 -1.5578
21 H 1.4903 4.6003 -1.5280
22 H -0.5201 6.0389 -1.4219
23 H -2.7502 4.9873 -1.1716
24 H -2.9940 2.5625 -1.0133
25 O -4.5145 0.3685 0.4151
26 C -3.3129 0.2516 0.1683
27 O -2.7502 0.0587 -0.9460
28 C -2.3482 0.3606 1.3636
29 C -2.8793 0.5858 2.6621
30 C -2.0292 0.6683 3.7151
31 C -0.6358 0.5072 3.4977
32 C 0.3198 0.5636 4.5433
33 C 1.6462 0.3845 4.2833
34 C 2.0802 0.1307 2.9587
35 C 1.1804 0.0773 1.9357
36 C -0.2004 0.2747 2.1809
37 N -1.0715 0.2235 1.1264
38 H -3.9515 0.6838 2.7470
39 H -2.3929 0.8468 4.7215
40 H -0.0274 0.7488 5.5537
41 H 2.3689 0.4285 5.0886
42 H 3.1325 -0.0260 2.7564
43 H 1.4871 -0.1299 0.9206
44 C -2.2819 -3.1087 0.0495
45 C -1.9245 -2.7612 -1.3926
46 C -1.7718 -4.0563 -2.1947
47 C -0.6742 -1.8866 -1.4470
48 H -3.1751 -3.7379 0.1110
49 H -2.4586 -2.2170 0.6472
50 H -1.4527 -3.6567 0.5140
51 H -2.7636 -2.2013 -1.8198
52 H -0.9187 -4.6326 -1.8179
53 H -1.5822 -3.8410 -3.2498
54 H -2.6617 -4.6927 -2.1350
55 H -0.2680 -1.9031 -2.4758
56 H 0.0861 -2.3842 -0.8196

Löwdin population analysis, charges in e, atoms 1 to 8: number 1, Co, carries 0.4673; number 2, S, carries 1.0990; number 3, C, carries -0.4765; number 4, C, carries -0.1065; number 5, C, carries -0.1077; number 6, C, carries -0.0844; number 7, C, carries -0.0062; number 8, C, carries -0.2827